DFT (the ωB97M-V functional and the def2-TZVPD basis) results for a structure of composition C43H72BN7O4PbS4Si.

Properties
HOMO level = -7.22 eV
Largest force on an atom = 0.76 eV/A
Energy relative to the best compared isomer or geometry (same formula, charge and spin) = 0.0 kJ/mol
Frontier orbital gap = 6.995 eV
2S+1 = 1

```
133
Properties=species:S:1:pos:R:3:forces:R:3:lowdin_charge:R:1
Pb -1.36798 1.46742 1.23766 -0.1 0.1 -0.6 0.913
C 2.05206 2.75589 -3.76046 0.1 0.0 0.0 -0.081
C 2.26629 1.30071 -3.49916 -0.1 0.0 0.0 -0.260
C 2.62231 0.43599 -4.47799 -0.1 0.1 0.0 0.045
C 2.74807 -0.94253 -4.19413 -0.1 0.0 0.1 -0.214
N 2.38828 -1.41835 -3.03482 -0.1 -0.2 0.0 0.186
N 2.00209 -0.59267 -2.05968 0.2 0.6 -0.1 0.005
B 1.27206 -1.23429 -0.78701 0.3 -0.7 0.0 -0.647
N 2.17705 -0.79000 0.47639 0.1 -0.1 0.3 0.018
N 3.45419 -0.76282 0.07121 0.0 0.0 -0.2 0.158
C 4.42053 -0.43428 0.87782 -0.1 0.0 -0.1 -0.210
C 4.15576 -0.19379 2.23757 -0.1 0.1 0.0 0.057
C 2.87296 -0.23794 2.68165 0.1 0.1 0.1 -0.242
C 2.55634 0.05549 4.11637 0.0 0.0 -0.1 -0.073
C 1.82296 -0.50840 1.74494 0.1 0.1 -0.1 -0.583
S 0.21798 -0.47658 2.35829 -0.2 -0.3 -0.2 0.581
C 5.81277 -0.22662 0.29525 0.0 0.0 -0.1 -0.537
C 6.21588 1.23064 0.57690 -0.1 0.0 0.1 -0.040
C 5.80231 -0.44025 -1.21873 0.0 0.1 0.1 -0.044
C 6.80860 -1.18172 0.96447 0.0 0.1 0.0 -0.033
N 1.21207 -2.81923 -0.73615 -0.6 -0.4 0.0 0.035
N 2.40178 -3.45111 -0.92121 0.3 0.1 0.2 0.163
C 2.48124 -4.74666 -0.87504 0.1 0.4 0.0 -0.223
C 1.32381 -5.55305 -0.71685 -0.2 -0.1 0.0 0.029
C 0.13654 -4.97883 -0.46387 0.0 0.0 -0.2 -0.275
C -1.09624 -5.78692 -0.22693 0.0 -0.1 0.0 -0.099
C 0.06209 -3.53288 -0.37195 0.2 0.5 0.1 -0.627
S -1.34318 -2.87694 0.23558 0.2 0.3 -0.2 0.727
C 3.83851 -5.43873 -0.94594 0.0 0.0 -0.1 -0.548
C 4.96548 -4.42164 -0.93228 0.1 0.0 0.0 -0.061
C 3.98581 -6.35691 0.27726 0.0 0.1 0.0 -0.045
C 3.92021 -6.28821 -2.22302 0.0 0.0 0.1 -0.032
C 2.04913 0.77942 -2.17937 0.2 -0.4 0.2 -0.642
S 1.90304 1.84481 -0.87184 -0.3 0.0 0.1 0.663
C 3.22257 -1.89984 -5.28014 -0.1 0.0 0.0 -0.551
C 2.09975 -2.04777 -6.31826 0.0 0.1 0.1 -0.038
C 3.54908 -3.26726 -4.69391 0.0 0.0 0.1 -0.066
C 4.48122 -1.32898 -5.94535 0.0 0.0 0.0 -0.047
H 2.23730 2.99454 -4.80825 0.0 0.0 0.0 0.079
H 1.02378 3.01846 -3.50363 0.0 0.0 0.0 0.083
H 2.69613 3.35862 -3.12117 0.0 0.0 0.0 0.061
H 2.77678 0.79866 -5.48693 0.0 0.0 0.0 0.119
H 4.95658 0.06973 2.91744 0.0 0.0 0.0 0.123
H 3.47458 0.22973 4.67626 0.0 0.0 0.0 0.083
H 1.91479 0.93500 4.18995 0.1 0.0 0.0 0.055
H 2.00608 -0.77378 4.56254 0.0 0.0 0.0 0.082
H 5.44635 1.91201 0.20580 0.0 0.0 0.0 0.087
H 6.35266 1.41252 1.64588 0.0 0.0 0.0 0.079
H 7.15554 1.46124 0.07032 0.0 0.0 0.0 0.088
H 5.13165 0.27689 -1.69912 0.0 0.0 0.0 0.082
H 6.81088 -0.29912 -1.61568 0.0 0.0 0.0 0.090
H 5.45028 -1.43540 -1.46681 0.0 -0.2 -0.1 0.064
H 6.82783 -1.04442 2.04879 0.0 0.0 0.0 0.079
H 6.55095 -2.21946 0.75430 0.0 -0.1 0.0 0.074
H 7.81481 -0.99381 0.58367 0.0 0.0 0.0 0.089
H 1.39615 -6.63256 -0.76693 0.0 0.0 0.0 0.117
H -0.90345 -6.84831 -0.39048 0.0 0.0 0.0 0.078
H -1.45391 -5.63327 0.79161 0.0 0.0 0.0 0.069
H -1.89677 -5.44985 -0.88667 0.0 0.0 0.0 0.074
H 4.93471 -3.83431 -0.01406 0.0 0.1 0.0 0.072
H 5.92943 -4.93289 -0.99811 0.0 0.0 0.0 0.092
H 4.86258 -3.74224 -1.77104 0.0 0.2 -0.1 0.058
H 3.90533 -5.77980 1.20193 0.0 0.0 0.0 0.093
H 3.22484 -7.13889 0.29598 0.0 0.0 0.0 0.075
H 4.96414 -6.84273 0.26006 0.0 0.0 0.0 0.086
H 3.88282 -5.65803 -3.10791 0.0 0.1 -0.1 0.068
H 4.85866 -6.84835 -2.23953 0.0 0.0 0.0 0.088
H 3.09709 -7.00496 -2.27886 0.1 0.0 0.0 0.081
H 1.19001 -2.41744 -5.84105 0.0 0.0 0.0 0.094
H 1.87247 -1.09258 -6.79787 0.0 0.0 0.0 0.081
H 2.39772 -2.75580 -7.09442 0.0 0.0 0.0 0.085
H 2.74923 -3.59520 -4.03278 0.0 -0.1 0.0 0.072
H 3.68092 -3.99513 -5.49783 0.0 0.0 0.0 0.088
H 4.47269 -3.21780 -4.11438 0.0 -0.1 0.1 0.078
H 4.28209 -0.39200 -6.46784 0.0 0.0 0.0 0.073
H 5.25643 -1.14346 -5.19777 0.0 0.0 0.0 0.089
H 4.86848 -2.04195 -6.67641 0.0 0.0 0.0 0.089
C -3.00375 4.46727 -0.86253 0.0 -0.1 0.2 -0.035
C -4.21736 3.61860 -0.50176 -0.1 0.1 -0.1 -0.632
C -5.44448 4.50112 -0.28621 0.1 -0.1 0.2 -0.021
C -4.47919 2.59271 -1.60244 0.0 0.0 0.3 -0.013
O -3.86989 2.94895 0.73217 0.0 0.0 -0.3 -0.270
Si -4.79754 2.09151 1.79492 0.5 0.0 0.3 -0.148
S -3.37219 0.93859 2.85062 -0.1 -0.1 0.0 0.283
O -5.89823 1.27561 0.92913 0.0 -0.1 -0.1 -0.141
C -7.03117 0.47480 1.29429 -0.2 -0.1 0.1 -0.638
C -8.23030 1.39917 1.49150 0.1 0.0 0.0 -0.023
C -6.74637 -0.31142 2.56984 0.2 0.1 0.0 -0.044
C -7.26757 -0.47305 0.12589 0.1 0.0 0.0 -0.027
O -5.66294 3.07005 2.78506 0.0 0.1 0.2 -0.147
C -5.30179 3.91624 3.88960 0.0 0.0 0.0 -0.640
C -5.23819 3.08117 5.16707 -0.1 -0.1 -0.1 -0.034
C -3.96327 4.60860 3.62962 0.0 -0.1 -0.1 -0.029
C -6.41299 4.95129 3.99818 0.0 0.0 -0.1 -0.029
H -3.20673 5.06090 -1.75517 0.0 0.0 0.0 0.091
H -2.14312 3.82008 -1.05804 0.0 0.1 0.0 0.073
H -2.75619 5.14183 -0.03691 0.0 0.0 -0.1 0.081
H -5.70789 5.00798 -1.21560 0.0 0.0 0.0 0.091
H -5.24798 5.25420 0.48195 0.0 0.0 0.0 0.082
H -6.29190 3.89221 0.03723 0.0 0.1 0.0 0.082
H -4.71641 3.10048 -2.53964 0.0 0.0 0.0 0.092
H -5.31283 1.95280 -1.31735 0.0 0.0 -0.1 0.075
H -3.59851 1.96664 -1.74707 0.0 0.0 -0.1 0.086
H -7.99474 2.14427 2.25314 -0.1 0.0 0.0 0.075
H -9.10538 0.82605 1.80495 0.0 0.0 0.0 0.089
H -8.46307 1.91696 0.55830 0.0 0.0 0.0 0.087
H -6.59481 0.37278 3.41073 0.0 -0.1 0.0 0.077
H -5.83802 -0.90528 2.45113 -0.1 0.0 0.0 0.077
H -7.58120 -0.97478 2.80074 0.0 0.0 0.0 0.090
H -7.48657 0.09550 -0.77995 0.0 0.0 0.0 0.085
H -8.10722 -1.13786 0.33801 0.0 0.0 0.0 0.088
H -6.37167 -1.07144 -0.04998 -0.1 0.0 0.0 0.093
H -4.56965 2.23357 5.02042 0.1 0.0 0.1 0.040
H -6.23162 2.69703 5.41312 0.1 0.0 0.0 0.089
H -4.87639 3.68375 6.00366 0.0 0.0 0.0 0.088
H -3.15647 3.87095 3.61350 0.0 0.0 0.0 0.051
H -3.75860 5.34819 4.40625 0.0 0.0 0.0 0.093
H -3.98586 5.10978 2.65889 0.0 0.0 0.1 0.080
H -7.37687 4.44557 4.08013 0.0 0.0 0.0 0.087
H -6.43077 5.58595 3.10955 0.0 0.0 0.0 0.084
H -6.26614 5.57904 4.87947 0.0 0.0 0.0 0.088
N -0.95842 -0.06513 -1.70402 -0.2 -0.2 0.4 0.139
C -0.17071 -0.65176 -1.09545 -0.1 0.5 0.0 -0.289
C 0.51634 4.52946 1.87677 0.0 0.1 -0.3 -0.017
O 0.29358 3.92484 3.17386 0.1 0.2 -0.1 -0.076
C -0.40390 2.85206 3.20870 -0.1 -0.2 0.1 -0.308
C -0.58216 2.34865 4.57959 -0.1 -0.1 0.1 -0.096
H 1.29849 3.98907 1.34797 0.0 -0.1 0.1 0.076
H 0.82049 5.55362 2.06228 0.0 0.0 0.0 0.098
H -0.40011 4.50365 1.28895 0.0 0.0 0.1 0.074
H -0.13118 2.96433 5.36002 0.0 0.0 -0.1 0.094
H -0.20090 1.32225 4.60266 0.0 0.0 0.0 0.054
H -1.65975 2.22155 4.72603 0.0 0.1 0.1 0.047
```
Positions in Å, forces in eV/Å.